# 1
The following is a quantum chemistry calculation of a molecular structure, C32H24BaCl3N4O3, from the OMol25 dataset.

XYZ file:
```
67
Properties=species:S:1:pos:R:3
Ba -0.297 -0.136 -0.022
O 0.538 -2.549 0.399
C 1.045 -3.554 -0.186
C 1.373 -4.729 0.575
C 1.929 -5.845 0.016
C 2.213 -5.905 -1.361
C 1.912 -4.807 -2.125
C 1.334 -3.634 -1.596
C 1.075 -2.588 -2.557
N 0.545 -1.436 -2.380
C 0.393 -0.605 -3.566
C 0.893 0.813 -3.314
N 0.097 1.454 -2.282
C -0.272 2.660 -2.494
C -1.057 3.518 -1.631
C -1.023 4.889 -1.941
C -1.675 5.837 -1.191
C -2.420 5.400 -0.084
C -2.509 4.072 0.232
C -1.843 3.050 -0.521
O -1.982 1.825 -0.210
H 1.162 -4.682 1.637
H 2.157 -6.697 0.649
H 2.658 -6.787 -1.802
H 2.121 -4.825 -3.191
H 1.389 -2.859 -3.578
H -0.670 -0.545 -3.825
H 0.925 -1.035 -4.428
H 0.874 1.382 -4.255
H 1.935 0.754 -2.979
H 0.043 3.148 -3.430
H -0.436 5.199 -2.802
H -1.612 6.888 -1.442
H -2.939 6.128 0.533
H -3.092 3.737 1.082
C -2.296 -0.410 4.580
C -3.344 -1.311 4.627
C -3.778 -1.905 3.452
C -3.145 -1.575 2.258
N -2.132 -0.711 2.220
C -1.720 -0.144 3.347
C -3.538 -2.187 0.951
C -4.708 -2.928 0.802
C -4.989 -3.504 -0.425
C -4.098 -3.333 -1.470
C -2.968 -2.564 -1.237
N -2.700 -1.998 -0.068
H -1.918 0.070 5.472
H -3.817 -1.560 5.568
H -4.580 -2.628 3.476
H -0.886 0.544 3.257
H -5.396 -3.046 1.626
H -5.895 -4.082 -0.559
H -4.270 -3.775 -2.441
H -2.236 -2.398 -2.022
Cl 3.231 3.643 6.540
C 2.623 2.858 5.098
C 2.458 1.485 5.084
C 1.977 0.879 3.938
Cl 1.770 -0.850 3.922
C 1.638 1.583 2.749
O 1.191 1.019 1.701
C 1.831 2.991 2.853
Cl 1.408 3.949 1.466
C 2.309 3.620 3.984
H 2.702 0.887 5.950
H 2.429 4.694 3.995
```

Values from the calculation:
Highest occupied orbital energy ... -4.5 eV
LUMO energy ... 2.086 eV
Gap between HOMO and LUMO ... 6.6 eV
Charge ... -1

# 2
The following is a quantum chemistry calculation of a molecular structure, C32H24GdN10O5S in a non-equilibrium geometry, from the OMol25 dataset.

XYZ file:
```
73
Properties=species:S:1:pos:R:3
Gd 0.973 -1.743 -0.991
C -2.586 -1.453 3.868
N -1.631 -2.096 2.929
C -1.337 -1.603 1.700
N -0.249 -2.260 1.250
C 0.041 -3.069 2.270
N -0.763 -3.014 3.307
C -1.832 -0.555 4.810
C -1.860 -0.890 6.147
C -1.181 -0.156 7.110
C -0.264 0.842 6.691
C -0.231 1.157 5.336
C -1.085 0.519 4.445
C 0.831 2.010 4.835
N 1.832 2.656 5.387
N 2.532 3.299 4.376
C 1.807 3.097 3.300
O 0.726 2.320 3.497
C 2.031 3.621 1.973
C 3.371 3.991 1.553
C 3.561 4.436 0.227
C 2.454 4.455 -0.591
C 1.186 4.058 -0.206
C -0.029 4.002 -1.107
N -0.352 2.587 -1.378
C 0.489 1.585 -1.294
N -0.238 0.431 -1.376
C -1.470 0.877 -1.633
N -1.618 2.188 -1.598
C 0.992 3.678 1.080
H -3.071 -2.263 4.393
H -3.338 -0.965 3.280
H -1.999 -0.887 1.235
H 0.806 -3.776 2.220
H -2.421 -1.753 6.423
H -1.268 -0.360 8.152
H 0.414 1.223 7.450
H -1.084 0.739 3.364
H 4.130 4.094 2.288
H 4.522 4.727 -0.256
H 2.534 4.835 -1.616
H 0.252 4.403 -2.059
H -0.887 4.496 -0.647
H 1.538 1.583 -1.189
H -2.285 0.237 -1.880
H -0.052 3.368 1.323
C 2.286 -1.488 -5.571
C 2.246 -1.705 -4.199
N 1.139 -1.964 -3.533
C -0.035 -2.160 -4.195
C -0.086 -2.064 -5.645
C 1.134 -1.675 -6.291
C -1.287 -2.201 -6.350
C -2.460 -2.507 -5.698
C -2.425 -2.552 -4.297
C -3.595 -2.838 -3.600
C -3.650 -2.911 -2.270
C -2.461 -2.739 -1.589
N -1.258 -2.547 -2.164
C -1.271 -2.422 -3.516
H 3.231 -1.322 -6.034
H 3.171 -1.560 -3.600
H 1.094 -1.597 -7.376
H -1.246 -2.105 -7.410
H -3.356 -2.899 -6.167
H -4.486 -2.966 -4.157
H -4.582 -3.145 -1.825
H -2.564 -2.843 -0.483
O 4.722 -0.543 -0.003
S 3.436 -0.870 -0.495
O 2.332 -0.698 0.589
O 3.264 -2.307 -0.943
O 2.817 -0.040 -1.578
```

Values from the calculation:
Multiplicity ... 8
Highest occupied orbital energy (alpha / beta) ... -10.6 / -10.6 eV
LUMO energy (alpha / beta) ... -3.619 / -6.372 eV
Gap between HOMO and LUMO (alpha / beta) ... 7.0 / 4.3 eV
Charge ... +1

# 3
The following is a quantum chemistry calculation of a molecular structure, C32H24N11O2PrS in a non-equilibrium geometry, from the OMol25 dataset.

XYZ file:
```
71
Properties=species:S:1:pos:R:3
Pr 1.865 -15.885 2.721
C -2.303 -17.913 3.529
C -2.055 -19.297 3.762
C -0.772 -19.781 3.845
C 0.315 -18.942 3.478
N 0.107 -17.608 3.356
C -1.162 -17.126 3.384
N 1.442 -19.614 3.147
C 2.673 -19.221 2.879
N 3.114 -17.904 2.968
C 4.480 -17.832 2.798
N 5.301 -16.831 3.145
C 5.317 -15.515 2.902
C 6.528 -14.753 3.207
C 6.739 -13.508 2.634
C 5.681 -12.890 1.911
C 4.452 -13.558 1.846
N 4.258 -14.853 2.281
C 4.928 -19.123 2.383
C 6.045 -19.448 1.648
C 6.001 -20.673 0.938
C 4.981 -21.582 1.124
C 3.916 -21.305 1.958
C 3.827 -20.034 2.458
H -3.297 -17.481 3.567
H -2.889 -20.046 3.834
H -0.568 -20.781 4.165
H -1.301 -16.041 3.227
H 7.347 -15.312 3.695
H 7.682 -12.955 2.713
H 5.797 -11.891 1.576
H 3.598 -13.049 1.424
H 6.892 -18.809 1.523
H 6.792 -20.800 0.204
H 4.972 -22.530 0.591
H 3.167 -22.037 2.222
S 2.853 -14.877 5.247
C 1.386 -14.717 6.122
C 1.170 -15.725 7.099
C 0.080 -15.713 7.957
C -0.951 -14.754 7.755
C -0.773 -13.779 6.803
C 0.377 -13.736 6.011
H 1.897 -16.522 7.174
H 0.055 -16.376 8.802
H -1.872 -14.778 8.379
H -1.558 -13.032 6.621
H 0.534 -12.938 5.280
C -1.717 -12.101 2.964
N -0.902 -12.441 1.840
C -1.052 -11.815 0.611
C -0.284 -12.223 -0.434
C 0.539 -13.416 -0.278
N 0.639 -14.028 0.910
C -0.133 -13.603 1.941
O -0.044 -14.249 3.048
N 1.226 -13.916 -1.331
H -2.729 -12.397 2.748
H -1.666 -11.038 3.231
H -1.369 -12.691 3.822
H -1.759 -10.968 0.682
H -0.326 -11.705 -1.389
H 0.906 -13.585 -2.247
H 1.761 -14.778 -1.243
O 2.158 -16.470 0.333
N 1.101 -17.196 0.519
C 0.593 -17.656 -0.636
C 1.326 -17.387 -1.850
N 1.911 -17.149 -2.834
C -0.586 -18.472 -0.562
N -1.501 -19.020 -0.081
```

Values from the calculation:
Multiplicity ... 3
Highest occupied orbital energy (alpha / beta) ... -7.0 / -7.0 eV
LUMO energy (alpha / beta) ... -1.057 / -1.058 eV
Gap between HOMO and LUMO (alpha / beta) ... 5.9 / 5.9 eV

# 4
The following is a quantum chemistry calculation of a molecular structure, C32H24N4O2S8Tc in a non-equilibrium geometry, from the OMol25 dataset.

XYZ file:
```
71
Properties=species:S:1:pos:R:3
Tc 0.145 -0.094 -0.699
N 3.878 0.952 0.259
C 3.630 0.633 -1.013
N 2.472 0.287 -1.499
C 2.518 0.067 -2.853
C 3.753 0.241 -3.413
S 4.903 0.700 -2.224
C 1.300 -0.278 -3.548
C 1.175 -0.486 -4.886
S -0.458 -0.826 -5.314
C -0.907 -0.669 -3.647
N 0.106 -0.389 -2.841
N -2.170 -0.851 -3.250
H 3.169 0.814 0.960
H 4.817 1.170 0.548
H 4.050 0.132 -4.435
H 1.930 -0.458 -5.644
H -2.895 -0.982 -3.936
H -2.434 -0.642 -2.299
O 0.507 -1.636 0.134
C 0.267 -2.644 1.061
C -1.164 -3.130 0.958
C -1.929 -3.121 -0.175
C -3.215 -3.657 0.036
C -3.404 -4.065 1.322
S -2.025 -3.796 2.305
C 0.531 -2.072 2.442
C 0.310 -0.785 2.846
C 0.657 -0.574 4.196
C 1.154 -1.697 4.785
S 1.196 -3.035 3.719
C 1.249 -3.740 0.722
C 1.043 -5.038 0.376
C 2.234 -5.678 -0.033
C 3.317 -4.851 -0.001
S 2.921 -3.280 0.536
H -1.557 -2.767 -1.124
H -3.957 -3.752 -0.736
H -4.279 -4.522 1.742
H -0.070 -0.004 2.202
H 0.526 0.367 4.698
H 1.492 -1.810 5.796
H 0.089 -5.531 0.400
H 2.281 -6.702 -0.349
H 4.332 -5.081 -0.255
O -0.173 1.636 -0.375
C -0.966 2.649 0.165
C -0.198 3.206 1.348
C 1.164 3.160 1.466
C 1.621 3.725 2.672
C 0.599 4.190 3.445
S -0.938 3.945 2.726
C -2.318 2.113 0.588
C -2.611 0.858 1.048
C -3.965 0.712 1.407
C -4.684 1.850 1.201
S -3.728 3.123 0.574
C -1.115 3.680 -0.926
C -0.681 4.968 -0.973
C -0.878 5.556 -2.242
C -1.447 4.704 -3.137
S -1.773 3.169 -2.456
H 1.796 2.748 0.698
H 2.659 3.792 2.942
H 0.670 4.679 4.397
H -1.887 0.060 1.138
H -4.373 -0.194 1.819
H -5.727 2.008 1.392
H -0.232 5.487 -0.146
H -0.593 6.562 -2.480
H -1.707 4.893 -4.158
```

Values from the calculation:
Multiplicity ... 2
Highest occupied orbital energy (alpha / beta) ... -13.4 / -13.4 eV
LUMO energy (alpha / beta) ... -8.141 / -7.744 eV
Gap between HOMO and LUMO (alpha / beta) ... 5.3 / 5.7 eV
Charge ... +2

# 5
The following is a quantum chemistry calculation of a molecular structure, C32H25AsBiF5N3O9S2, from the OMol25 dataset.

XYZ file:
```
78
Properties=species:S:1:pos:R:3
Bi -0.268 -0.091 -0.929
C -0.182 -1.572 -4.175
O -0.270 -2.009 -2.819
C -1.201 -2.958 -2.523
C -2.007 -3.594 -3.455
C -2.918 -4.552 -3.028
C -3.034 -4.873 -1.684
C -2.232 -4.230 -0.754
C -1.312 -3.281 -1.168
N -0.493 -2.533 -0.282
N -0.231 -3.111 0.799
C 0.560 -2.514 1.746
C 1.354 -1.366 1.531
O 1.388 -0.681 0.442
C 2.248 -0.957 2.583
C 2.308 -1.617 3.757
C 1.502 -2.771 4.013
C 1.569 -3.450 5.244
C 0.804 -4.564 5.478
C -0.055 -5.028 4.470
C -0.140 -4.379 3.264
C 0.637 -3.230 3.001
H 0.136 -2.403 -4.810
H 0.564 -0.784 -4.173
H -1.140 -1.167 -4.501
H -1.944 -3.336 -4.501
H -3.554 -5.036 -3.758
H -3.760 -5.606 -1.358
H -2.315 -4.438 0.304
H 2.840 -0.074 2.386
H 2.976 -1.273 4.540
H 2.241 -3.073 6.007
H 0.861 -5.080 6.428
H -0.661 -5.909 4.645
H -0.804 -4.744 2.494
F -2.100 5.883 -3.845
C -2.250 4.586 -3.549
C -1.438 3.633 -4.133
F -0.520 4.005 -5.023
C -1.611 2.300 -3.809
F -0.801 1.420 -4.418
C -2.586 1.843 -2.920
S -2.816 0.150 -2.514
C -3.387 2.843 -2.365
F -4.366 2.522 -1.501
C -3.228 4.183 -2.659
F -4.026 5.100 -2.090
O 3.513 1.443 -3.378
As 2.205 1.899 -2.265
O 1.418 3.203 -2.806
O 1.421 0.380 -2.220
C 3.231 2.184 -0.631
C 4.617 2.090 -0.758
C 5.453 2.335 0.320
C 4.915 2.681 1.549
C 3.542 2.773 1.692
C 2.702 2.525 0.613
S 0.965 2.666 0.994
O 0.659 4.066 1.122
O 0.768 1.878 2.196
O 0.285 2.060 -0.189
H 3.408 0.497 -3.535
H 5.036 1.826 -1.718
H 6.525 2.254 0.194
H 5.560 2.875 2.396
H 3.101 3.026 2.648
C -2.562 2.366 0.741
N -2.038 1.906 2.021
C -1.761 2.916 3.023
C -1.534 0.683 2.143
O -1.527 -0.164 1.243
H -1.786 2.892 0.178
H -3.392 3.049 0.921
H -2.916 1.520 0.156
H -2.680 3.447 3.278
H -1.021 3.625 2.646
H -1.357 2.443 3.915
H -1.086 0.471 3.120
```

Values from the calculation:
Highest occupied orbital energy ... -4.8 eV
LUMO energy ... 1.557 eV
Gap between HOMO and LUMO ... 6.4 eV
Charge ... -1

# 6
The following is a quantum chemistry calculation of a molecular structure, C32H25BrErN6O3P in a non-equilibrium geometry, from the OMol25 dataset.

XYZ file:
```
69
Properties=species:S:1:pos:R:3
Er 0.263 0.593 0.735
N 0.826 4.803 2.552
C 0.594 4.165 1.406
N 0.339 2.896 1.668
C 0.438 2.824 3.041
N 0.732 3.972 3.594
C 0.213 1.590 3.791
C 0.520 1.504 5.148
N 0.359 0.375 5.818
C -0.145 -0.664 5.167
C -0.497 -0.579 3.826
N -0.309 0.544 3.128
H 1.040 5.778 2.705
H 0.601 4.625 0.431
H 0.900 2.363 5.685
H -0.260 -1.588 5.719
H -0.939 -1.418 3.305
N -2.168 1.440 0.279
C -2.083 2.165 -0.974
C -2.651 3.422 -1.115
C -2.584 4.081 -2.333
C -1.970 3.477 -3.420
C -1.404 2.218 -3.285
C -1.446 1.553 -2.063
P -0.697 -0.090 -1.754
C -2.155 -1.158 -1.520
C -3.375 -0.891 -2.143
C -4.454 -1.735 -1.928
C -4.321 -2.842 -1.100
C -3.109 -3.113 -0.480
C -2.025 -2.271 -0.685
C 0.055 -0.572 -3.329
C -0.447 -1.607 -4.108
C 0.181 -1.929 -5.304
C 1.300 -1.223 -5.718
C 1.807 -0.190 -4.939
C 1.192 0.129 -3.742
H -2.770 0.628 0.133
H -2.645 2.017 0.964
H -3.168 3.875 -0.275
H -3.033 5.060 -2.437
H -1.938 3.979 -4.377
H -0.930 1.745 -4.135
H -3.476 -0.033 -2.797
H -5.400 -1.531 -2.413
H -5.165 -3.500 -0.943
H -3.009 -3.981 0.158
H -1.069 -2.481 -0.217
H -1.322 -2.160 -3.791
H -0.206 -2.734 -5.914
H 1.784 -1.477 -6.652
H 2.679 0.361 -5.265
H 1.570 0.941 -3.132
Br 5.854 -5.058 3.915
C 4.640 -3.822 3.181
C 4.977 -2.472 3.150
C 4.086 -1.568 2.612
C 2.858 -2.007 2.109
C 2.533 -3.366 2.144
C 3.423 -4.273 2.677
C 1.919 -1.043 1.555
O 2.203 0.207 1.490
O 0.760 -1.400 1.136
H 5.928 -2.143 3.544
H 4.327 -0.514 2.571
H 1.584 -3.699 1.745
H 3.190 -5.328 2.706
O 3.293 1.544 -0.858
C 2.198 1.585 -0.645
```

Values from the calculation:
Multiplicity ... 4
Highest occupied orbital energy (alpha / beta) ... -13.6 / -13.6 eV
LUMO energy (alpha / beta) ... -5.950 / -5.939 eV
Gap between HOMO and LUMO (alpha / beta) ... 7.6 / 7.7 eV
Charge ... +2

- What is the formula in the first record?
  C32H24BaCl3N4O3